(1)
Computed, not measured: a cluster of 12 separate species, C13H37Br2N11O22 in total in a non-equilibrium geometry, with the ωB97M-V functional and the def2-TZVPD basis.

XYZ file:
```
85
Properties=species:S:1:pos:R:3:lowdin_charge:R:1
C 3.21 4.73 -13.22 0.062
N 2.30 5.69 -12.54 -0.425
O 1.49 6.25 -13.25 0.073
O 2.41 5.85 -11.35 0.051
H 4.09 4.56 -12.59 0.091
H 3.56 5.08 -14.19 0.080
H 2.60 3.84 -13.37 0.111
C 10.90 7.46 -12.20 0.036
N 11.81 6.81 -13.17 -0.449
O 12.99 6.87 -12.93 0.087
O 11.33 6.22 -14.11 0.063
H 11.37 7.28 -11.24 0.091
H 9.87 7.12 -12.20 0.050
H 10.85 8.50 -12.53 0.107
C 8.61 11.86 -11.25 0.008
N 9.79 12.75 -11.52 -0.448
O 10.72 12.65 -10.75 0.054
O 9.74 13.47 -12.49 0.081
H 8.21 12.04 -10.26 0.079
H 8.98 10.84 -11.35 0.080
H 7.82 12.04 -11.97 0.053
C 7.62 9.33 -16.24 0.036
N 7.29 10.77 -16.39 -0.450
O 7.37 11.25 -17.50 0.069
O 6.95 11.40 -15.42 0.054
H 7.01 8.81 -16.98 0.087
H 7.36 8.99 -15.25 0.070
H 8.65 9.18 -16.56 0.107
C 7.70 3.53 -10.29 0.052
N 8.00 4.45 -11.42 -0.420
O 9.13 4.60 -11.80 0.083
O 7.01 4.94 -11.94 0.032
H 6.79 3.83 -9.80 0.088
H 8.56 3.50 -9.62 0.096
H 7.64 2.54 -10.75 0.108
C 8.88 8.01 -9.15 0.044
N 9.21 6.65 -8.67 -0.434
O 8.32 5.97 -8.21 0.066
O 10.35 6.30 -8.86 0.068
H 8.80 7.96 -10.24 0.075
H 9.57 8.77 -8.81 0.106
H 7.88 8.28 -8.79 0.100
C 2.89 5.91 -7.67 0.048
N 3.79 5.39 -8.73 -0.450
O 4.73 6.05 -9.08 0.054
O 3.41 4.38 -9.28 0.054
H 3.25 5.60 -6.69 0.101
H 1.86 5.60 -7.79 0.097
H 3.00 6.99 -7.73 0.098
C 2.62 8.92 -15.90 0.047
N 3.62 7.86 -15.62 -0.428
O 4.59 8.16 -14.95 0.048
O 3.35 6.75 -16.02 0.065
H 1.90 8.89 -15.09 0.095
H 2.28 8.71 -16.90 0.104
H 3.18 9.86 -15.85 0.051
C 8.38 5.55 -14.94 0.032
N 8.07 5.42 -16.39 -0.438
O 7.46 6.31 -16.94 0.048
O 8.40 4.39 -16.94 0.072
H 7.47 5.28 -14.41 0.087
H 8.69 6.58 -14.80 0.077
H 9.19 4.88 -14.67 0.084
C 0.61 8.65 -10.90 0.028
N 1.76 9.45 -11.31 -0.432
O 2.65 9.59 -10.49 0.055
O 1.82 9.83 -12.45 0.043
H 0.01 9.15 -10.14 0.104
H 0.89 7.66 -10.59 0.078
H -0.07 8.56 -11.75 0.100
C 5.37 7.69 -11.99 0.047
N 6.62 8.43 -12.33 -0.412
O 7.51 7.72 -12.76 0.023
O 6.62 9.63 -12.33 0.073
H 4.66 8.40 -11.59 0.087
H 5.67 7.07 -11.15 0.076
H 5.08 7.10 -12.85 0.077
Br 5.17 12.90 -10.66 0.654
C 3.71 13.02 -11.96 -0.679
C 4.11 12.29 -13.23 -0.674
Br 2.66 12.46 -14.55 0.651
H 3.60 14.08 -12.14 0.048
H 2.79 12.62 -11.55 0.046
H 4.32 11.25 -13.01 0.037
H 5.01 12.70 -13.68 0.049
```

Calculated values
ΔE to the lowest compared entry with this formula, charge and spin = 0.00 kJ/mol
Strongest force on any atom = 0.03998 hartree/bohr
Calculated total energy = -7922.11386 Eh
LUMO = -0.42 eV
Orbital gap = 10.00 eV
HOMO = -10.42 eV
SMILES = C[N+](=O)[O-].C[N+](=O)[O-].C[N+](=O)[O-].C[N+](=O)[O-].C[N+](=O)[O-].C[N+](=O)[O-].C[N+](=O)[O-].C[N+](=O)[O-].C[N+](=O)[O-].C[N+](=O)[O-].C[N+](=O)[O-].BrCCBr

---

(2)
Computed, not measured: an isolated molecule of C2H4O3S2 in a non-equilibrium geometry, with the ωB97M-V functional and the def2-TZVPD basis.

XYZ file:
```
11
Properties=species:S:1:pos:R:3:nbo_charge:R:1
C -0.75 -1.07 0.18 -0.161
C -1.22 0.27 -0.17 -0.696
O 3.05 0.11 0.10 -0.891
O 1.25 1.13 -1.15 -0.926
O 0.91 0.68 1.19 -0.945
S 0.74 -1.55 -0.10 0.216
S 1.71 0.51 0.01 2.414
H -1.50 -1.69 0.63 0.222
H -2.05 0.22 -0.84 0.242
H -0.56 0.85 -0.71 0.267
H -1.58 0.55 0.85 0.258
```

Calculated values
ΔE to the lowest compared entry with this formula, charge and spin = 217.45 kJ/mol
Strongest force on any atom = 0.06161 hartree/bohr
Calculated total energy = -1100.61163 Eh
LUMO = -1.36 eV
Orbital gap = 9.21 eV
HOMO = -10.57 eV

---

(3)
Computed, not measured: a structure of composition C58H66N3O4 in a non-equilibrium geometry, with the ωB97M-V functional and the def2-TZVPD basis.

XYZ file:
```
131
Properties=species:S:1:pos:R:3:lowdin_charge:R:1
C 0.77 -0.80 0.52 -0.047
C 0.64 -0.64 2.02 -0.523
C -0.65 -1.31 2.47 -0.050
C 1.85 -1.34 2.67 -0.032
C 0.62 0.84 2.50 -0.098
C 0.61 0.97 3.89 -0.046
C 1.01 2.16 4.49 -0.035
C 1.43 3.21 3.68 -0.055
C 1.35 3.17 2.28 -0.066
C 2.09 4.39 1.62 -0.523
C 1.99 4.56 0.11 -0.066
C 3.58 4.25 1.96 -0.036
C 1.56 5.71 2.20 -0.055
C 0.70 2.01 1.70 -0.058
N 0.10 2.03 0.38 0.064
C -1.23 1.81 0.01 -0.146
C -2.33 1.48 0.81 -0.024
C -3.38 0.60 0.29 -0.187
C -3.09 -0.74 -0.11 -0.015
C -4.02 -1.46 -0.84 0.022
C -5.27 -0.88 -1.12 -0.149
N -5.92 -1.25 -2.33 -0.303
O -6.93 -0.60 -2.70 0.054
O -5.41 -2.17 -3.02 0.045
C -5.68 0.31 -0.49 0.026
C -4.72 1.05 0.19 -0.017
N -1.26 1.96 -1.38 0.084
C -2.42 1.98 -2.25 -0.074
C -3.38 3.02 -2.09 -0.085
C -3.06 4.47 -1.63 -0.518
C -4.25 5.39 -1.93 -0.065
C -1.87 5.02 -2.43 -0.027
C -2.78 4.57 -0.13 -0.043
C -4.69 2.74 -2.51 -0.048
C -4.91 1.78 -3.49 -0.043
C -3.83 1.05 -3.96 -0.024
C -2.62 1.00 -3.25 -0.053
C -1.64 -0.13 -3.73 -0.513
C -2.44 -1.31 -4.31 -0.058
C -0.79 -0.73 -2.63 -0.052
C -0.76 0.41 -4.87 -0.031
C 0.04 2.13 -1.83 -0.047
C 0.86 2.04 -0.78 -0.078
H 1.70 -0.36 0.13 0.097
H 0.80 -1.87 0.27 0.107
H -0.09 -0.37 0.01 0.049
H -0.69 -1.46 3.55 0.089
H -1.51 -0.69 2.16 0.046
H -0.77 -2.30 1.99 0.103
H 1.79 -1.35 3.76 0.083
H 1.93 -2.37 2.32 0.096
H 2.77 -0.81 2.38 0.099
H 0.37 0.11 4.52 0.120
H 1.04 2.25 5.57 0.121
H 1.85 4.08 4.18 0.116
H 0.95 4.62 -0.23 0.081
H 2.47 5.52 -0.14 0.098
H 2.54 3.79 -0.43 0.070
H 3.76 4.25 3.04 0.086
H 3.96 3.30 1.55 0.095
H 4.16 5.07 1.51 0.098
H 1.73 5.81 3.27 0.082
H 2.06 6.56 1.71 0.097
H 0.48 5.80 2.00 0.074
H -2.67 2.25 1.60 0.095
H -2.13 -1.18 0.16 0.096
H -3.80 -2.44 -1.28 0.131
H -6.70 0.66 -0.63 0.132
H -4.99 2.02 0.61 0.114
H -5.13 5.15 -1.31 0.085
H -3.99 6.44 -1.71 0.093
H -4.53 5.34 -2.99 0.098
H -0.95 4.47 -2.22 0.062
H -2.09 4.95 -3.50 0.102
H -1.72 6.08 -2.18 0.096
H -1.80 4.15 0.12 0.059
H -2.77 5.62 0.19 0.101
H -3.54 4.04 0.45 0.081
H -5.54 3.30 -2.12 0.120
H -5.91 1.63 -3.91 0.119
H -3.98 0.44 -4.86 0.117
H -2.87 -1.09 -5.29 0.085
H -1.79 -2.18 -4.44 0.094
H -3.26 -1.62 -3.64 0.065
H 0.04 -0.09 -2.34 0.061
H -1.41 -0.98 -1.77 0.058
H -0.35 -1.67 -2.99 0.100
H -0.15 1.26 -4.55 0.065
H -0.09 -0.38 -5.23 0.099
H -1.38 0.74 -5.71 0.095
H 0.28 2.28 -2.87 0.129
H 1.94 1.97 -0.75 0.136
C -8.66 0.15 4.97 -0.049
O -7.55 -0.70 4.61 -0.071
C -6.46 -0.12 4.03 -0.244
C -5.27 -0.88 3.98 0.029
C -4.08 -0.29 3.62 0.005
C -4.04 1.07 3.27 -0.235
C -2.75 1.77 2.94 -0.007
C -2.56 3.01 3.74 -0.186
C -1.68 3.99 3.25 -0.022
C -1.43 5.15 3.96 0.023
C -2.02 5.33 5.21 -0.229
O -1.46 6.31 6.02 0.026
C -2.27 6.99 6.93 -0.255
C -1.65 7.43 8.10 -0.006
C -2.35 8.29 8.95 -0.074
C -3.63 8.73 8.62 -0.087
C -4.26 8.23 7.47 -0.074
C -3.59 7.35 6.62 -0.025
C -2.97 4.41 5.69 0.017
C -3.19 3.24 4.97 -0.001
C -5.25 1.79 3.20 -0.046
C -6.45 1.20 3.55 0.006
H -9.36 -0.53 5.47 0.098
H -8.35 0.94 5.66 0.103
H -9.13 0.59 4.08 0.093
H -5.32 -1.93 4.27 0.129
H -3.16 -0.87 3.65 0.112
H -1.87 1.12 3.05 0.100
H -1.16 3.79 2.31 0.098
H -0.75 5.91 3.58 0.106
H -0.64 7.09 8.33 0.121
H -1.88 8.63 9.88 0.110
H -4.15 9.45 9.25 0.107
H -5.28 8.53 7.21 0.107
H -4.06 6.96 5.71 0.119
H -3.49 4.58 6.64 0.131
H -3.87 2.49 5.38 0.126
H -5.25 2.83 2.87 0.135
H -7.38 1.78 3.49 0.114
```

Calculated values
ΔE to the lowest compared entry with this formula, charge and spin = 0.00 kJ/mol
Strongest force on any atom = 0.08449 hartree/bohr
Charge = +1
Calculated total energy = -2714.46252 Eh
LUMO = -3.84 eV
Orbital gap = 6.16 eV
HOMO = -9.99 eV

---

(4)
Computed, not measured: a cluster of 2 separate species, CH3Cl2N4 in total in a non-equilibrium geometry, with the ωB97M-V functional and the def2-TZVPD basis.

XYZ file:
```
10
Properties=species:S:1:pos:R:3:nbo_charge:R:1
C 0.89 -0.35 0.97 0.251
N -0.29 -0.87 1.08 -0.259
N -0.34 0.69 -0.57 -0.238
N 0.91 0.48 -0.09 -0.225
N -0.99 -0.30 0.04 -0.057
Cl 2.22 1.47 -0.64 0.296
Cl -1.29 -1.75 -1.24 0.020
H 1.95 -0.49 1.45 0.302
H -0.48 1.02 -1.54 0.469
H -2.57 0.10 0.54 0.442
```

Calculated values
ΔE to the lowest compared entry with this formula, charge and spin = 550.47 kJ/mol
Strongest force on any atom = 0.09931 hartree/bohr
Charge = +1
Calculated total energy = -1178.72677 Eh
LUMO (spin up / spin down) = -6.45 / -7.12 eV
Orbital gap (spin up / spin down) = 7.52 / 6.84 eV
HOMO (spin up / spin down) = -13.98 / -13.96 eV

---

(5)
Computed, not measured: an isolated molecule of C17H16FN5O4 in a non-equilibrium geometry, with the ωB97M-V functional and the def2-TZVPD basis.

XYZ file:
```
43
Properties=species:S:1:pos:R:3:nbo_charge:R:1
O -4.75 -2.16 1.29 -0.563
C -4.12 -1.33 0.68 0.693
N -2.79 -1.54 0.39 -0.676
C -2.05 -0.85 -0.60 0.807
O -2.57 -0.33 -1.56 -0.619
N -0.71 -0.88 -0.40 -0.446
C -0.06 -1.28 0.83 -0.227
C 1.18 -0.43 1.08 -0.220
N 2.11 -0.54 -0.03 -0.398
C 3.41 -0.23 0.07 0.434
C 4.00 0.27 1.26 -0.322
C 5.34 0.53 1.28 -0.110
C 6.09 0.31 0.12 -0.101
N 7.49 0.56 0.10 0.532
O 8.09 0.34 -0.94 -0.388
O 8.00 0.98 1.12 -0.393
C 5.43 -0.16 -1.02 0.127
N 4.14 -0.42 -1.04 -0.498
C 1.53 -0.90 -1.31 -0.232
C 0.14 -0.30 -1.42 -0.224
C -4.67 -0.02 0.27 -0.215
C -5.94 0.05 -0.30 -0.132
C -6.49 1.26 -0.67 -0.228
C -5.78 2.44 -0.46 -0.173
C -4.53 2.40 0.13 -0.281
C -3.99 1.18 0.48 0.436
F -2.77 1.16 1.08 -0.336
H -2.40 -2.39 0.76 0.414
H -0.75 -1.14 1.66 0.235
H 0.23 -2.34 0.78 0.193
H 1.65 -0.78 2.00 0.218
H 0.87 0.62 1.22 0.200
H 3.40 0.46 2.14 0.223
H 5.84 0.91 2.16 0.251
H 5.97 -0.33 -1.94 0.222
H 1.48 -1.99 -1.41 0.195
H 2.19 -0.52 -2.09 0.259
H 0.19 0.79 -1.31 0.198
H -0.30 -0.51 -2.40 0.243
H -6.48 -0.87 -0.45 0.231
H -7.46 1.30 -1.12 0.220
H -6.20 3.39 -0.74 0.219
H -3.96 3.30 0.32 0.231
```

Calculated values
ΔE to the lowest compared entry with this formula, charge and spin = 2.65 kJ/mol
Strongest force on any atom = 0.02634 hartree/bohr
Calculated total energy = -1331.98138 Eh
LUMO = -0.35 eV
Orbital gap = 8.47 eV
HOMO = -8.82 eV
SMILES = O=C(NC(=O)N1CCN(c2ccc([N+](=O)[O-])cn2)CC1)c1ccccc1F

---

(6)
Computed, not measured: a cluster of 2 separate species, C8H13I2NO5S3 in total in a non-equilibrium geometry, with the ωB97M-V functional and the def2-TZVPD basis.

XYZ file:
```
32
Properties=species:S:1:pos:R:3:nbo_charge:R:1
C -0.50 -3.01 0.70 -0.666
C -1.63 -1.91 0.91 -0.383
I -0.70 -0.09 1.69 0.108
C -2.51 -1.63 -0.40 -0.038
I -1.20 -1.17 -2.12 0.109
O -3.36 -0.47 -0.25 -0.708
S -4.73 -0.76 0.68 1.709
O -4.50 -0.01 1.96 -0.851
O -4.82 -2.40 1.13 -0.549
N -5.43 -3.16 0.16 -0.256
C -4.90 -4.35 0.24 0.220
S -3.87 -5.64 0.26 0.144
H 0.54 -2.64 0.98 0.253
H -0.76 -3.88 1.39 0.218
H -0.45 -3.44 -0.34 0.232
H -2.33 -2.28 1.73 0.243
H -3.05 -2.58 -0.69 0.214
C 3.47 3.67 0.04 -0.406
C 2.02 3.54 -0.45 -0.401
C 1.99 2.42 -1.50 -0.684
S 3.32 1.30 -1.07 2.170
O 4.31 1.33 -2.13 -0.942
O 2.76 0.06 -0.58 -0.939
C 3.94 2.24 0.31 -0.677
H 3.54 4.29 0.93 0.225
H 4.09 4.12 -0.74 0.215
H 1.37 3.28 0.39 0.211
H 1.66 4.48 -0.87 0.225
H 1.04 1.88 -1.48 0.260
H 2.18 2.81 -2.50 0.247
H 5.02 2.15 0.37 0.255
H 3.47 1.84 1.22 0.240
```

Calculated values
Strongest force on any atom = 0.09564 hartree/bohr
Calculated total energy = -2533.34774 Eh
LUMO = -1.86 eV
Orbital gap = 7.42 eV
HOMO = -9.29 eV